(1)
Molecular formula: C5H7ClCrO5
Method: DFT, ωB97M-V with the def2-TZVPD basis set

Values from the calculation:
- net charge = 0
- energy above the lowest of the compared OMol25 structures with the same formula, charge and spin (kJ/mol) = 19.8
- ⟨S²⟩ = 6.025
- spin multiplicity = 5

Each line ends with the natural charge from an NBO analysis.
Positions of all 19 atoms, in Å:
Cr: -1.29584 -0.54132 0.71376  1.23
O: 0.56979 -0.86380 -2.68770  -0.62
C: 0.63295 -1.01331 -1.38525  0.83
O: -0.13718 -1.72754 -0.75254  -0.67
C: 1.73923 -0.23069 -0.70098  -0.18
O: 1.22130 0.38781 0.46184  -0.54
C: 0.87994 1.76571 0.24248  -0.20
C: -0.34998 1.93091 -0.66527  0.75
O: -0.48450 2.95456 -1.29719  -0.62
O: -1.18365 0.94329 -0.59468  -0.85
H: -0.18644 -1.37506 -3.02723  0.51
H: 2.51191 -0.94088 -0.40039  0.23
H: 2.16960 0.49789 -1.38849  0.21
H: 0.66337 2.17904 1.22747  0.22
H: 1.72010 2.30980 -0.19048  0.20
Cl: -2.74521 -0.15276 2.68803  -0.10
C: -1.85966 -1.72796 2.30850  -0.79
H: -2.63661 -2.48879 2.27079  0.20
H: -1.22913 -1.90690 3.17733  0.20



(2)
Molecular formula: C5H7ClN2
Method: DFT, ωB97M-V with the def2-TZVPD basis set

Values from the calculation:
- net charge = 0
- energy above the lowest of the compared OMol25 structures with the same formula, charge and spin (kJ/mol) = 158.0
- structure (SMILES) = C=Cn1ccnc1.Cl

Each line ends with the natural charge from an NBO analysis.
Positions of all 15 atoms, in Å:
C: 0.56656 1.28767 1.56773  -0.41
C: -0.24781 0.91571 0.59447  0.01
N: -0.41084 -0.39185 0.18656  -0.39
C: 0.49127 -1.40161 0.02746  -0.10
C: -0.14695 -2.40975 -0.66360  -0.09
N: -1.39522 -2.02774 -0.95614  -0.45
C: -1.51724 -0.83200 -0.44134  0.17
H: 0.76313 2.26884 1.74721  0.20
H: 1.16585 0.64606 2.31608  0.21
H: -0.83677 1.64031 -0.01110  0.21
H: 1.58995 -1.36475 0.26844  0.23
H: 0.08920 -3.41972 -0.78447  0.21
H: -2.50800 -0.29906 -0.61044  0.21
Cl: 1.34266 2.17662 -2.00305  -0.27
H: 1.05421 3.21126 -1.23781  0.27



(3)
Molecular formula: C5H7ClN2O
Method: DFT, ωB97M-V with the def2-TZVPD basis set

Values from the calculation:
- net charge = 0
- energy above the lowest of the compared OMol25 structures with the same formula, charge and spin (kJ/mol) = 483.0

Each line ends with the natural charge from an NBO analysis.
Positions of all 16 atoms, in Å:
C: 1.86580 -1.18464 2.11901  -0.33
C: 0.71686 -0.90001 2.81371  -0.04
C: -0.72254 1.28607 0.55676  0.56
C: -1.30533 0.01431 -2.34096  -0.66
C: -0.34976 1.06331 -1.76577  -0.08
N: -0.44302 -0.27004 2.34025  -0.37
N: -0.51365 0.35506 1.24019  -0.10
O: -0.90969 1.78689 -0.58270  -0.48
Cl: 2.18562 -0.72521 0.48416  -0.05
H: 2.71764 -1.75978 2.44604  0.22
H: 0.75412 -1.24887 3.85384  0.22
H: -1.66299 -0.60729 -1.39015  0.23
H: -2.15637 0.35474 -2.92054  0.23
H: -0.71999 -0.76892 -3.03020  0.24
H: -0.17988 1.90912 -2.46420  0.20
H: 0.72318 0.69525 -1.35943  0.22



(4)
Molecular formula: C5H7ClS
Method: DFT, ωB97M-V with the def2-TZVPD basis set

Values from the calculation:
- net charge = 0
- energy above the lowest of the compared OMol25 structures with the same formula, charge and spin (kJ/mol) = 93.6
- structure (SMILES) = C[C@H]1C=CS[C@@H]1Cl

Each line ends with the natural charge from an NBO analysis.
Positions of all 14 atoms, in Å:
C: 1.35405 -0.61911 -0.78319  -0.64
C: 0.22360 -0.58906 0.21472  -0.25
C: 0.16101 0.60351 1.13546  -0.23
C: -0.59699 1.65135 0.82109  -0.36
S: -1.51198 1.39537 -0.65018  0.25
C: -1.25760 -0.44543 -0.63670  -0.37
Cl: -2.51935 -1.28062 0.24935  -0.02
H: 1.37732 0.34019 -1.42872  0.23
H: 1.36332 -1.50240 -1.51963  0.23
H: 2.29972 -0.42468 -0.10613  0.23
H: 0.04815 -1.52763 0.88016  0.24
H: 0.68217 0.75828 2.11149  0.22
H: -0.50894 2.45357 1.44394  0.23
H: -1.11447 -0.81334 -1.73167  0.24



(5)
Molecular formula: C5H7ClS2
Method: DFT, ωB97M-V with the def2-TZVPD basis set

Values from the calculation:
- net charge = 0
- energy above the lowest of the compared OMol25 structures with the same formula, charge and spin (kJ/mol) = 394.8

Each line ends with the natural charge from an NBO analysis.
Positions of all 15 atoms, in Å:
C: 0.93949 -0.62307 1.55965  -0.23
C: 0.50242 -0.21792 0.48721  -0.04
C: -1.63496 1.45523 0.57574  -0.47
C: 1.18851 -1.29758 -1.69535  -0.60
C: 0.31335 -0.25349 -0.97482  -0.50
S: -1.04207 1.02491 3.49719  -0.28
S: -1.05321 2.25819 2.06189  0.43
Cl: -2.40390 2.43103 -0.54381  0.09
H: 1.08642 -0.71289 2.57952  0.23
H: -1.70401 0.33190 0.57919  0.25
H: 2.24815 -1.40404 -1.26532  0.23
H: 1.28646 -1.19543 -2.82918  0.22
H: 0.73650 -2.24326 -1.55704  0.21
H: -0.76584 -0.38176 -1.09163  0.22
H: 0.30270 0.82818 -1.38325  0.23



(6)
Molecular formula: C5H7CsO4
Method: DFT, ωB97M-V with the def2-TZVPD basis set

Values from the calculation:
- net charge = 0
- energy above the lowest of the compared OMol25 structures with the same formula, charge and spin (kJ/mol) = 5.2

Each line ends with the natural charge from an NBO analysis.
Positions of all 17 atoms, in Å:
O: 1.63480 3.57984 -1.38758  -0.84
C: 1.81144 2.51733 -0.78253  0.97
O: 0.53777 1.68888 -0.94372  -0.63
O: 2.73990 1.98391 -0.22332  -0.65
Cs: -0.68390 4.96894 -2.81776  0.99
C: -0.81883 -0.13274 -0.71227  -0.55
C: 0.51433 0.43071 -0.58034  0.26
H: -1.64623 0.57594 -0.86405  0.17
H: -0.75822 -0.94827 -1.45222  0.24
O: -0.32520 -2.61515 2.20228  -0.73
C: -0.23834 -2.12711 0.87321  -0.07
C: -0.71973 -0.69023 0.85917  -0.40
H: -0.01196 -3.52291 2.22986  0.47
H: -0.86671 -2.73996 0.20331  0.14
H: 0.79735 -2.18691 0.49832  0.18
H: -0.21379 -0.13104 1.66086  0.24
H: -1.75267 -0.65122 1.23676  0.20



(7)
Molecular formula: C5H7F
Method: DFT, ωB97M-V with the def2-TZVPD basis set

Values from the calculation:
- net charge = 0
- energy above the lowest of the compared OMol25 structures with the same formula, charge and spin (kJ/mol) = 100.8
- structure (SMILES) = C=C(C)C(=C)F

Each line ends with the natural charge from an NBO analysis.
Positions of all 13 atoms, in Å:
C: -0.97119 1.15583 -0.00764  -0.37
C: -0.40255 0.00305 -0.05483  -0.07
C: -1.18788 -1.28003 -0.08159  -0.63
C: 1.04993 -0.16703 -0.02415  0.38
C: 1.95242 0.77839 -0.08422  -0.45
F: 1.55226 -1.48977 0.03396  -0.36
H: -0.43791 2.08933 0.19823  0.19
H: -2.03422 1.22683 0.16835  0.20
H: -0.93435 -1.64868 0.86112  0.22
H: -2.26659 -1.22286 -0.07167  0.22
H: -0.81227 -1.95033 -0.79929  0.23
H: 2.99452 0.74719 0.14718  0.23
H: 1.49783 1.75806 -0.28546  0.20



(8)
Molecular formula: C5H7F3
Method: DFT, ωB97M-V with the def2-TZVPD basis set

Values from the calculation:
- net charge = 0
- energy above the lowest of the compared OMol25 structures with the same formula, charge and spin (kJ/mol) = 248.7

Each line ends with the natural charge from an NBO analysis.
Positions of all 15 atoms, in Å:
C: 1.45498 -1.27107 -1.72634  -0.44
C: 1.09825 -0.16268 -1.15356  -0.21
C: -1.25784 1.35433 0.44122  -0.65
C: -1.01253 0.00868 1.03260  0.13
C: 0.50271 -0.32999 0.79578  0.70
F: -1.53305 -0.17723 2.33013  -0.35
F: 0.80396 -1.57083 1.22334  -0.34
F: 1.35244 0.54641 1.44860  -0.36
H: 1.70633 -1.33736 -2.89551  0.22
H: 1.45761 -2.30591 -1.31965  0.23
H: 1.21593 0.90918 -1.45263  0.22
H: -2.15652 1.89292 0.88802  0.24
H: -1.64100 1.28203 -0.53037  0.23
H: -0.49983 1.98204 0.41728  0.22
H: -1.49145 -0.82052 0.50109  0.18